Below is a cluster of 2 separate species, C3H6F2IN in total, with properties calculated with ωB97M-V/def2-TZVPD.

- E_HOMO (eV) = -7.06
- relative energy (zero: lowest compared OMol25 entry of this formula, charge and spin) (kcal per mole) = 36.0

```
! wB97M-V def2-TZVPD RIJCOSX def2/J DEFGRID3
* xyz 0 1
C 0.01 -0.53 -1.28
C -0.73 -0.48 1.14
C 0.00 1.45 0.02
N -0.30 0.18 -0.05
F -0.02 2.28 1.05
F 0.26 2.15 -1.10
I 3.22 -1.20 0.37
H 0.98 -1.21 -1.17
H -0.79 -1.15 -1.52
H 0.03 0.23 -2.09
H -1.61 -1.23 1.14
H 0.08 -0.86 1.62
H -1.12 0.37 1.86
*
```


Below is the ion C3H11N2S2 with charge +1, with properties calculated with ωB97M-V/def2-TZVPD.

- SMILES = NC[C@H]([NH3+])CSS
- E_HOMO (eV) = -12.53
- relative energy (zero: lowest compared OMol25 entry of this formula, charge and spin) (kcal per mole) = 45.2

```
! wB97M-V def2-TZVPD RIJCOSX def2/J DEFGRID3
* xyz 1 1
S -1.07 -2.44 0.93
S -0.70 -0.65 1.51
C 0.81 0.35 0.85
C 0.68 0.63 -0.67
C 1.76 1.51 -1.27
N 1.09 2.16 -2.42
N -0.71 1.25 -0.82
H -1.32 -2.37 -0.36
H 1.77 -0.29 0.88
H 0.89 1.20 1.45
H 0.73 -0.26 -1.25
H 2.65 1.08 -1.51
H 2.14 2.20 -0.42
H 1.25 1.60 -3.29
H 1.30 3.07 -2.53
H -0.89 1.62 -1.76
H -0.84 2.12 -0.31
H -1.41 0.55 -0.54
*
```


Below is a cluster of 6 separate species, H12O5S2 in total, with properties calculated with ωB97M-V/def2-TZVPD.

- SMILES = SS.O.O.O.O.O
- E_HOMO (eV) = -9.47
- relative energy (zero: lowest compared OMol25 entry of this formula, charge and spin) (kcal per mole) = 12.1

```
! wB97M-V def2-TZVPD RIJCOSX def2/J DEFGRID3
* xyz 0 1
S -1.59 -3.40 1.85
S -2.28 -3.55 -0.15
H -0.26 -3.52 1.59
H -1.86 -2.39 -0.73
H 1.65 1.43 -0.63
H 0.81 0.87 0.59
O 1.58 0.73 0.03
H 1.64 3.96 -3.06
H 1.90 2.45 -3.01
O 2.29 3.31 -2.80
H 0.20 1.69 2.66
H -0.97 1.96 1.80
O -0.05 2.28 1.94
H 0.19 -1.73 -1.63
H 0.98 -1.02 -0.45
O 0.25 -1.62 -0.68
H -0.97 -0.64 0.35
H -1.98 -0.75 1.43
O -1.54 -0.05 0.90
*
```


Below is a structure of composition C27H22N5PbSe2Te2, with properties calculated with ωB97M-V/def2-TZVPD.

- E_HOMO (eV) = -2.81
- relative energy (zero: lowest compared OMol25 entry of this formula, charge and spin) (kcal per mole) = 0.0

```
! wB97M-V def2-TZVPD RIJCOSX def2/J DEFGRID3
* xyz -1 1
Pb 2.96 -21.44 5.67
C 0.31 -21.77 7.90
N 1.36 -20.73 7.71
C 0.72 -19.45 7.32
C 0.02 -19.39 5.96
C -0.99 -18.44 5.75
C -1.57 -18.35 4.49
C -1.08 -19.16 3.46
C -0.07 -20.07 3.74
N 0.45 -20.21 5.00
C 2.21 -20.54 8.88
C 3.26 -21.63 8.98
C 3.43 -22.45 10.09
C 4.53 -23.31 10.15
C 5.41 -23.37 9.07
C 5.14 -22.56 7.98
N 4.10 -21.70 7.95
C 0.80 -23.21 8.02
C 0.11 -24.04 8.90
C 0.34 -25.42 8.87
C 1.09 -25.93 7.82
C 1.70 -25.02 6.96
N 1.61 -23.69 7.05
H -0.41 -21.69 7.03
H -0.28 -21.49 8.81
H 1.50 -18.71 7.28
H 0.01 -19.14 8.10
H -1.37 -17.86 6.56
H -2.29 -17.58 4.28
H -1.45 -19.12 2.43
H 0.35 -20.68 2.94
H 1.65 -20.51 9.82
H 2.72 -19.57 8.81
H 2.72 -22.47 10.93
H 4.72 -23.94 11.02
H 6.22 -24.11 9.08
H 5.80 -22.52 7.10
H -0.60 -23.64 9.63
H -0.05 -26.07 9.62
H 1.16 -27.03 7.63
H 2.31 -25.35 6.12
Se -1.08 -23.59 4.11
Te 0.81 -24.75 3.23
Te 2.97 -22.76 2.25
Se 4.79 -23.46 3.75
N 6.29 -11.78 6.24
C 6.00 -12.90 6.12
C 5.69 -14.31 6.08
C 5.30 -15.01 7.22
C 4.86 -16.34 7.06
C 4.75 -16.92 5.77
C 5.15 -16.19 4.64
C 5.64 -14.89 4.80
C 4.24 -18.22 5.62
C 3.75 -19.37 5.50
H 5.31 -14.55 8.22
H 4.59 -16.97 7.93
H 5.11 -16.66 3.65
H 5.90 -14.30 3.92
*
```


Below is a structure of composition C10H10BrCaNO3, with properties calculated with ωB97M-V/def2-TZVPD.

- E_HOMO (eV) = -0.36
- relative energy (zero: lowest compared OMol25 entry of this formula, charge and spin) (kcal per mole) = 60.8

```
! wB97M-V def2-TZVPD RIJCOSX def2/J DEFGRID3
* xyz -2 1
C 2.29 0.30 -0.61
C 2.09 0.89 0.69
C 1.74 -0.18 1.60
H 2.07 1.96 0.92
C 1.73 -1.42 0.87
C 2.07 -1.12 -0.50
H 2.02 -1.84 -1.32
H 2.48 0.85 -1.53
H 1.42 -0.06 2.65
H 1.45 -2.40 1.27
Ca -0.02 -0.04 0.05
Br -0.83 1.89 1.88
C -2.11 0.13 -1.10
C -1.29 -0.79 -1.83
C -0.17 -0.03 -2.38
H -1.40 -1.88 -1.86
C -0.31 1.33 -1.97
C -1.50 1.45 -1.19
H -1.87 2.35 -0.70
H -2.97 -0.12 -0.47
H 0.68 -0.48 -2.91
H 0.42 2.14 -2.13
O -3.29 -0.59 2.44
N -2.06 -0.74 2.73
O -1.39 -1.05 3.75
O -1.27 -0.55 1.64
*
```


Below is a structure of composition C29H58F2N4O9S3, with properties calculated with ωB97M-V/def2-TZVPD.

- expectation value of S² = 3.76
- E_HOMO (spin up / spin down) (eV) = -6.08 / -6.64

```
! wB97M-V def2-TZVPD RIJCOSX def2/J DEFGRID3
* xyz -1 4
O 2.71 1.15 1.64
S 2.44 2.46 2.32
O 2.91 2.30 3.74
C 3.52 3.74 1.58
C 3.91 3.44 0.07
F 5.18 2.83 0.07
N 0.80 2.89 2.42
S 0.22 3.72 1.10
O -1.22 4.02 1.37
O 0.87 5.04 0.82
S 0.19 2.63 -0.75
O -1.24 2.24 -1.01
O 0.99 1.39 -0.76
F 0.65 3.57 -2.03
H 3.16 4.78 1.72
H 4.49 3.68 2.14
H 3.15 2.83 -0.46
H 4.08 4.45 -0.40
C -2.53 3.81 -3.63
C -3.64 4.85 -3.36
C -3.73 5.14 -1.85
C -4.79 6.18 -1.53
C -4.57 7.46 -2.35
C -4.32 7.25 -3.85
N -3.43 6.09 -4.15
O -2.18 6.49 -3.95
C -5.65 7.06 -4.61
C -3.77 8.58 -4.42
C -4.92 4.10 -3.79
H -1.52 4.20 -3.49
H -2.63 2.96 -2.96
H -2.60 3.44 -4.66
H -2.76 5.48 -1.47
H -3.95 4.22 -1.30
H -5.79 5.80 -1.72
H -4.75 6.43 -0.47
H -5.42 8.13 -2.20
H -3.71 7.98 -1.91
H -5.46 6.88 -5.67
H -6.27 7.95 -4.53
H -6.26 6.24 -4.24
H -2.90 8.93 -3.86
H -4.53 9.36 -4.34
H -3.49 8.48 -5.47
H -4.90 3.07 -3.42
H -5.01 4.06 -4.87
H -5.84 4.53 -3.39
C -3.43 0.25 1.79
C -2.65 -1.07 1.90
C -2.62 -1.79 0.54
C -1.82 -3.09 0.60
C -0.42 -2.85 1.15
C -0.35 -2.01 2.44
N -1.28 -0.85 2.44
O -0.72 0.11 1.72
C -0.64 -2.88 3.68
C 1.12 -1.60 2.62
C -3.52 -1.91 2.87
H -2.90 1.02 1.23
H -4.38 0.09 1.28
H -3.64 0.66 2.78
H -2.18 -1.14 -0.22
H -3.64 -2.00 0.20
H -2.34 -3.85 1.20
H -1.75 -3.52 -0.41
H 0.07 -3.82 1.32
H 0.16 -2.36 0.37
H -0.61 -2.27 4.59
H 0.12 -3.66 3.79
H -1.59 -3.40 3.66
H 1.53 -1.10 1.74
H 1.75 -2.48 2.80
H 1.24 -0.92 3.47
H -4.58 -1.81 2.61
H -3.41 -1.56 3.90
H -3.32 -2.98 2.84
C 3.31 -4.09 -0.53
C 4.06 -5.34 -0.04
C 5.58 -5.13 -0.14
C 6.36 -6.33 0.38
C 5.93 -6.70 1.80
C 4.41 -6.79 2.03
N 3.64 -5.71 1.35
O 3.75 -4.62 2.11
C 3.86 -8.15 1.56
C 4.18 -6.81 3.55
C 3.65 -6.42 -1.07
H 3.39 -3.23 0.13
H 3.71 -3.76 -1.50
H 2.25 -4.30 -0.67
H 5.87 -4.24 0.43
H 5.86 -4.94 -1.18
H 6.23 -7.20 -0.28
H 7.43 -6.10 0.37
H 6.40 -7.65 2.08
H 6.36 -5.95 2.47
H 2.77 -8.19 1.71
H 4.29 -8.96 2.15
H 4.06 -8.38 0.52
H 4.66 -5.97 4.06
H 4.60 -7.71 3.99
H 3.11 -6.78 3.80
H 3.69 -6.01 -2.08
H 2.62 -6.76 -0.89
H 4.30 -7.29 -1.08
*
```


Below is an isolated molecule of C5H13IOSi, with properties calculated with ωB97M-V/def2-TZVPD.

- SMILES = C[C@@H](I)O[Si](C)(C)C
- E_HOMO (eV) = -9.35
- relative energy (zero: lowest compared OMol25 entry of this formula, charge and spin) (kcal per mole) = 1.5

```
! wB97M-V def2-TZVPD RIJCOSX def2/J DEFGRID3
* xyz 0 1
C -2.43 -0.59 2.00
C 1.43 -1.00 -1.50
C 0.32 1.86 -1.86
C 1.69 0.85 0.80
C -1.37 -1.15 1.14
O -1.02 -0.04 -0.05
Si 0.47 0.37 -0.50
I -2.11 -2.80 0.05
H -3.27 -0.37 1.28
H -1.91 0.12 2.55
H -2.75 -1.43 2.60
H 0.77 -1.25 -2.45
H 2.38 -0.43 -1.88
H 1.72 -1.94 -0.98
H -0.41 1.48 -2.53
H 0.08 2.63 -1.20
H 1.30 1.91 -2.37
H 2.21 0.07 1.24
H 2.32 1.56 0.47
H 1.09 1.46 1.54
H -0.50 -1.30 1.64
*
```


Below is an isolated molecule of C4H6O3S, with properties calculated with ωB97M-V/def2-TZVPD.

- SMILES = C[C@H](OC=O)OC=S
- E_HOMO (eV) = -9.06
- relative energy (zero: lowest compared OMol25 entry of this formula, charge and spin) (kcal per mole) = 15.5

```
! wB97M-V def2-TZVPD RIJCOSX def2/J DEFGRID3
* xyz 0 1
C 1.65 0.45 0.24
C 0.29 -0.14 -0.03
C -1.04 -1.88 0.80
C -0.98 1.59 -0.98
H 2.40 -0.34 0.22
H 1.65 0.93 1.24
H 1.86 1.21 -0.51
H 0.19 -0.64 -1.01
H -1.56 -1.74 -0.14
H -1.82 2.29 -0.76
O 0.02 -1.10 0.99
O -0.75 0.85 0.10
O -0.39 1.51 -2.02
S -1.52 -3.00 1.86
*
```


Below is a structure of composition C32H35N4O4RuSSb2, with properties calculated with ωB97M-V/def2-TZVPD.

- expectation value of S² = 8.83
- E_HOMO (spin up / spin down) (eV) = -6.04 / -8.40
- relative energy (zero: lowest compared OMol25 entry of this formula, charge and spin) (kcal per mole) = 54.3

```
! wB97M-V def2-TZVPD RIJCOSX def2/J DEFGRID3
* xyz 0 6
Ru 0.54 -0.28 1.80
C 0.34 2.90 2.97
N 0.36 1.47 3.23
C 0.24 1.03 4.42
C 0.13 -0.38 4.63
C 0.03 -1.17 5.76
C -0.05 -2.51 5.30
C 0.01 -2.47 3.92
N 0.11 -1.18 3.50
C -1.06 3.45 2.76
C -2.20 2.79 3.20
C -3.46 3.36 3.02
C -3.59 4.58 2.38
C -2.45 5.24 1.92
C -1.20 4.67 2.11
H 0.92 3.08 2.06
H 0.83 3.44 3.78
H 0.21 1.70 5.28
H 0.02 -0.83 6.78
H -0.14 -3.40 5.90
H -0.02 -3.28 3.21
H -2.13 1.82 3.67
H -4.34 2.83 3.36
H -4.57 5.02 2.23
H -2.55 6.18 1.41
H -0.32 5.18 1.73
C 4.33 -1.31 -1.67
Sb 4.36 -3.44 -1.31
C 2.53 -3.59 -0.19
C 3.52 -3.98 -3.29
C 2.10 -4.41 -3.31
C 1.80 -5.76 -3.10
C 0.51 -6.24 -3.13
C -0.55 -5.38 -3.41
C -0.28 -4.04 -3.63
C 1.03 -3.53 -3.55
C 1.22 -2.11 -3.73
Sb 0.63 -0.71 -1.87
C 0.99 1.04 -3.01
C -1.49 -0.89 -2.07
H 5.33 -0.92 -1.49
H 3.64 -0.81 -1.01
H 4.07 -1.09 -2.71
H 2.58 -4.47 0.46
H 1.66 -3.69 -0.84
H 2.42 -2.70 0.43
H 4.15 -4.80 -3.63
H 3.72 -3.13 -3.94
H 2.62 -6.45 -2.91
H 0.32 -7.29 -2.95
H -1.56 -5.75 -3.47
H -1.09 -3.37 -3.88
H 0.47 -1.59 -4.33
H 2.23 -1.75 -3.91
H 0.12 1.69 -2.95
H 1.17 0.78 -4.06
H 1.86 1.55 -2.61
H -1.88 -0.07 -2.68
H -1.94 -0.86 -1.08
H -1.71 -1.85 -2.53
S 4.54 -2.47 2.53
C 3.33 -1.48 2.21
N 2.44 -0.75 1.93
O -1.29 0.05 1.00
C -0.81 1.00 0.20
O 0.52 0.80 -0.05
C -1.50 2.11 -0.24
C -0.83 3.17 -0.94
C -1.51 4.29 -1.32
C -2.88 4.40 -1.03
C -3.56 3.38 -0.35
C -2.89 2.26 0.04
N -3.58 5.60 -1.39
O -2.96 6.47 -1.98
O -4.77 5.69 -1.09
H 0.23 3.09 -1.12
H -1.02 5.10 -1.83
H -4.61 3.51 -0.13
H -3.39 1.48 0.60
*
```


Below is a cluster of 2 separate species, C2H7O2P in total, with properties calculated with ωB97M-V/def2-TZVPD.

- SMILES = C=O.CPO
- E_HOMO (eV) = -8.80
- relative energy (zero: lowest compared OMol25 entry of this formula, charge and spin) (kcal per mole) = 52.0

```
! wB97M-V def2-TZVPD RIJCOSX def2/J DEFGRID3
* xyz 0 1
C -0.96 0.99 -0.37
C 2.53 -0.31 -0.12
O -1.48 -1.10 1.16
O 2.17 0.10 0.92
P -1.51 -0.77 -0.44
H -1.57 1.34 0.61
H 0.17 1.30 -0.24
H -1.34 1.45 -1.29
H 3.57 0.00 -0.56
H 2.03 -1.10 -0.84
H -0.78 -1.60 1.62
H -2.84 -0.30 -0.47
*
```


Below is a structure of composition C4H6O2, with properties calculated with ωB97M-V/def2-TZVPD.

- E_HOMO (eV) = -8.68
- relative energy (zero: lowest compared OMol25 entry of this formula, charge and spin) (kcal per mole) = 127.3

```
! wB97M-V def2-TZVPD RIJCOSX def2/J DEFGRID3
* xyz 0 1
O 0.61 0.86 0.64
C 1.92 0.04 -0.10
C 1.03 -0.91 -0.72
C -0.03 -0.39 -0.13
C -1.50 -0.45 0.01
O -2.17 0.69 -0.50
H 0.62 0.73 1.61
H 2.57 -0.29 0.72
H 2.39 0.81 -0.71
H -1.80 -1.38 -0.48
H -1.79 -0.52 1.07
H -1.86 0.81 -1.41
*
```


Below is an isolated molecule of C14H14N2O3S2, with properties calculated with ωB97M-V/def2-TZVPD.

- SMILES = COC(=O)c1sccc1NC(=S)Nc1ccc(OC)cc1
- E_HOMO (eV) = -7.84
- relative energy (zero: lowest compared OMol25 entry of this formula, charge and spin) (kcal per mole) = 1.2

```
! wB97M-V def2-TZVPD RIJCOSX def2/J DEFGRID3
* xyz 0 1
C 5.33 -1.75 -0.59
H 5.05 -1.87 -1.64
H 5.50 -2.74 -0.16
H 6.21 -1.13 -0.49
O 4.30 -1.08 0.12
C 3.09 -1.67 0.10
O 2.86 -2.71 -0.50
C 2.10 -0.94 0.85
C 0.77 -1.31 0.99
N 0.26 -2.43 0.38
C -1.04 -2.79 0.17
N -2.02 -1.85 0.12
C -1.93 -0.50 -0.26
C -2.93 0.37 0.16
C -2.89 1.71 -0.17
C -1.84 2.21 -0.93
C -0.85 1.33 -1.38
C -0.90 -0.01 -1.05
H -0.14 -0.67 -1.44
H -0.06 1.72 -1.99
O -1.69 3.51 -1.30
C -2.67 4.44 -0.89
H -2.34 5.40 -1.30
H -3.65 4.20 -1.30
H -2.73 4.51 0.20
H -3.69 2.35 0.17
H -3.75 -0.01 0.75
H -2.95 -2.24 0.16
S -1.42 -4.39 0.02
H 0.97 -3.08 0.05
C 0.07 -0.43 1.87
C 0.87 0.57 2.34
S 2.48 0.48 1.76
H 0.59 1.35 3.01
H -0.96 -0.55 2.15
*
```


Below is the ion C10H20P with charge +1, with properties calculated with ωB97M-V/def2-TZVPD.

- E_HOMO (eV) = -13.86
- relative energy (zero: lowest compared OMol25 entry of this formula, charge and spin) (kcal per mole) = 0.0

```
! wB97M-V def2-TZVPD RIJCOSX def2/J DEFGRID3
* xyz 1 1
C -0.62 1.12 1.76
C -0.75 -0.74 -1.17
C -1.23 -1.08 2.74
C -2.56 -1.89 -2.39
C 1.48 2.77 -0.33
C 2.43 -0.86 -0.55
C -1.04 0.38 2.78
C -2.03 -1.06 -1.29
C 0.35 1.90 -0.86
C 1.59 -0.36 0.62
P -0.01 0.40 0.14
H -1.12 -1.47 1.73
H -2.22 -1.34 3.12
H -0.51 -1.58 3.40
H -1.78 -2.23 -3.06
H -3.29 -1.31 -2.96
H -3.09 -2.75 -1.99
H 1.30 3.09 0.69
H 2.43 2.26 -0.38
H 1.55 3.67 -0.94
H 2.52 -0.10 -1.33
H 3.43 -1.10 -0.20
H 2.01 -1.76 -0.98
H -1.27 0.87 3.72
H -0.53 2.20 1.79
H 0.02 -1.05 -1.86
H -2.75 -0.71 -0.56
H 0.57 1.56 -1.88
H -0.59 2.46 -0.91
H 2.13 0.42 1.18
H 1.38 -1.17 1.32
*
```


Below is a cluster of 2 separate species, C10H17N in total, with properties calculated with ωB97M-V/def2-TZVPD.

- E_HOMO (eV) = -7.07
- relative energy (zero: lowest compared OMol25 entry of this formula, charge and spin) (kcal per mole) = 180.6

```
! wB97M-V def2-TZVPD RIJCOSX def2/J DEFGRID3
* xyz 0 1
C -0.18 1.53 -0.86
C -1.12 0.65 -0.49
C 1.93 -0.54 0.51
C -0.21 0.22 -1.49
C 0.55 2.77 -0.92
C 2.24 -1.33 1.73
C 0.27 -0.45 -2.59
C -1.61 -1.46 0.64
C -2.69 0.80 1.53
C -2.15 0.05 0.33
N 2.53 -1.05 -0.59
H 0.00 3.63 -1.00
H 1.34 2.67 -1.78
H 1.04 2.82 0.07
H 1.41 -1.38 2.44
H 3.04 -0.65 2.04
H 2.73 -2.27 1.42
H -0.16 -1.41 -3.04
H 2.57 -0.29 -1.48
H 1.16 0.02 -3.05
H -1.06 -1.46 1.55
H -0.97 -1.81 -0.14
H -2.50 -2.11 0.82
H -2.15 0.53 2.40
H -3.71 0.45 1.58
H -2.66 1.80 1.31
H -2.99 -0.05 -0.39
H 3.36 -1.69 -0.51
*
```


Record order is preserved below.
Strongest force on any atom: 5.39 5.54 1.42 5.08 6.03 8.13 5.70 0.98 0.46 4.28 0.66 0.90 2.17 4.56 eV/Å